*A*
9
Properties=species:S:1:pos:R:3 method="wB97M-V/def2-TZVPD" smiles=FC1(F)CC1 homo_energy_ev=-11.30 homo_lumo_gap_ev=12.301 lumo_energy_ev=1.0
F -1.809 1.126 0.075
F -1.535 -1.148 -0.080
C -0.746 -0.088 -0.034
C 0.483 -0.001 0.761
C 0.521 0.018 -0.761
H 0.686 0.925 1.274
H 0.825 -0.880 -1.283
H 0.783 -0.888 1.301
H 0.793 0.936 -1.253

---

*B*
9
Properties=species:S:1:pos:R:3 method="wB97M-V/def2-TZVPD" smiles="CC=C(F)F" homo_energy_ev=-9.55 homo_lumo_gap_ev=10.592 lumo_energy_ev=1.0
F 1.086 0.259 -1.715
F 1.750 1.827 -0.374
C -0.811 -0.806 0.231
C 0.934 0.787 -0.524
C 0.111 0.364 0.410
H -0.683 -1.240 -0.747
H -0.604 -1.583 0.982
H -1.874 -0.516 0.376
H 0.091 0.908 1.361

---

*C*
9
Properties=species:S:1:pos:R:3 method="wB97M-V/def2-TZVPD" homo_energy_ev=-10.08 homo_lumo_gap_ev=10.641 lumo_energy_ev=0.6
F 1.616 -0.696 1.057
F -0.086 -0.455 -1.511
C 0.567 0.371 0.666
C -0.212 0.182 -0.351
C -1.640 0.702 -0.009
H -0.042 0.846 1.568
H -1.967 1.765 -0.293
H -2.188 -0.172 -0.394
H -1.863 0.395 1.375

---

Quick one: least stable of them? *C*

---

*A*
27
Properties=species:S:1:pos:R:3 method="wB97M-V/def2-TZVPD" homo_energy_ev="-8.79 / -8.79" homo_lumo_gap_ev="6.563 / 6.565" lumo_energy_ev="-2.2 / -2.2"
S -1.925 -2.317 0.135
Si 1.159 -0.728 0.747
O -1.417 -2.756 -1.204
O -0.406 -0.759 1.031
C 2.289 -2.155 1.399
C -2.753 -0.730 -0.064
C -2.762 -0.111 -1.279
C -3.234 -0.094 1.098
C 1.824 0.939 1.347
C -3.691 1.814 -0.250
C -3.550 1.229 0.984
C -3.298 1.118 -1.382
C 1.659 -0.828 -1.175
H -4.105 2.841 -0.452
H 3.213 -1.631 1.620
H 1.276 1.313 2.208
H 1.913 -2.749 2.245
H 2.406 -2.893 0.590
H 2.824 1.089 1.547
H 1.406 0.179 -1.543
H -3.069 -0.579 1.995
H -2.290 -0.731 -2.095
H -3.967 1.844 1.758
H 2.704 -1.080 -1.132
H 1.096 -1.595 -1.756
H -3.146 1.712 -2.348
H 1.597 1.534 0.486

---

*B*
27
Properties=species:S:1:pos:R:3 method="wB97M-V/def2-TZVPD" homo_energy_ev="-9.28 / -9.28" homo_lumo_gap_ev="8.124 / 8.124" lumo_energy_ev="-1.2 / -1.2"
S -0.832 1.294 -2.494
Si -1.067 0.750 0.947
O -2.081 0.660 -2.814
O -0.312 0.909 -0.454
C -1.277 2.418 1.852
C 0.448 0.144 -3.000
C -2.766 -0.116 0.864
C 1.113 -1.904 -4.040
C 0.158 -0.316 1.964
C 2.771 -0.418 -3.120
C 2.440 -1.596 -3.773
C 0.112 -1.033 -3.653
C 1.773 0.461 -2.736
H -2.055 3.029 1.405
H -3.573 0.552 1.150
H -2.813 -0.979 1.521
H 3.804 -0.189 -2.910
H -0.930 -1.247 -3.839
H 0.295 -1.298 1.518
H -0.353 2.987 1.825
H 2.009 1.374 -2.212
H -0.208 -0.444 2.977
H 1.130 0.164 2.013
H 3.218 -2.281 -4.074
H -2.974 -0.462 -0.145
H 0.864 -2.826 -4.545
H -1.538 2.269 2.895

---

Quick one: least stable of them? *A*

---

*A*
7
Properties=species:S:1:pos:R:3 method="wB97M-V/def2-TZVPD" charge=-1 homo_energy_ev=-3.03 homo_lumo_gap_ev=6.383 lumo_energy_ev=3.4
I -1.599 0.627 1.047
F 0.084 1.899 -1.065
F -0.932 -0.056 -1.614
O 1.932 -0.693 0.138
O 0.551 -1.762 1.657
C 1.205 -1.213 0.864
C -1.241 1.198 -1.027

---

*B*
7
Properties=species:S:1:pos:R:3 method="wB97M-V/def2-TZVPD" charge=-1 homo_energy_ev=-4.47 homo_lumo_gap_ev=7.546 lumo_energy_ev=3.1
I -1.593 -1.815 -0.382
F -0.709 0.689 -1.384
F -1.476 0.728 0.703
O 1.385 -0.856 1.088
O 1.732 1.047 -0.192
C 1.245 0.107 0.349
C -0.583 0.099 -0.182

---

Quick one: least stable of them? *A*

---

*A*
13
Properties=species:S:1:pos:R:3 method="wB97M-V/def2-TZVPD" homo_energy_ev=-8.21 homo_lumo_gap_ev=8.533 lumo_energy_ev=0.3
S 1.452 -1.671 0.029
O 3.604 -1.010 0.003
O 4.707 0.867 -0.012
N 3.651 0.247 -0.002
N -0.035 0.404 -0.036
C 1.248 0.024 -0.038
C -0.916 -0.649 0.021
C -0.294 -1.837 0.064
C 2.477 0.902 0.011
H -0.755 -2.801 0.120
H -1.972 -0.449 0.035
H -0.317 1.372 -0.072
H 2.444 1.971 -0.032

---

*B*
13
Properties=species:S:1:pos:R:3 method="wB97M-V/def2-TZVPD" homo_energy_ev=-8.47 homo_lumo_gap_ev=8.483 lumo_energy_ev=0.0
S 2.282 -1.365 0.154
O -1.938 -2.013 -0.322
O -2.258 0.107 0.498
N 0.706 -1.780 0.107
N 0.042 1.785 -0.176
C 0.646 0.594 -0.030
C -1.457 -0.820 0.068
C -0.005 -0.694 0.152
C 2.014 0.322 -0.054
H -2.793 -1.753 -0.309
H -0.926 1.924 0.140
H 3.081 0.990 -0.221
H 0.606 2.703 -0.006

---

Quick one: least stable of them? *A*

---

*A*
9
Properties=species:S:1:pos:R:3 method="wB97M-V/def2-TZVPD" charge=-1 homo_energy_ev=-3.77 homo_lumo_gap_ev=7.503 lumo_energy_ev=3.7
S -1.003 0.518 0.483
P 0.567 -0.934 0.912
O 0.911 -0.974 2.362
O 1.124 2.399 -0.848
C -1.216 -1.264 0.798
H 1.110 1.648 -0.211
H -1.707 -1.754 -0.148
H -1.614 -1.532 1.709
H 0.122 2.432 -0.861

---

*B*
9
Properties=species:S:1:pos:R:3 method="wB97M-V/def2-TZVPD" smiles=[O-]P(O)CS charge=-1 homo_energy_ev=-3.39 homo_lumo_gap_ev=7.127 lumo_energy_ev=3.7
S -1.026 0.611 -1.698
P 1.105 -0.027 0.539
O 1.725 -0.171 -0.775
O 0.504 -1.845 1.110
C -0.660 0.797 0.104
H 0.400 -1.625 1.960
H -0.735 1.925 0.109
H 0.122 0.155 -1.998
H -1.436 0.178 0.648

---

Quick one: least stable of them? *B*

---

*A*
8
Properties=species:S:1:pos:R:3 method="wB97M-V/def2-TZVPD" homo_energy_ev=-10.55 homo_lumo_gap_ev=8.861 lumo_energy_ev=-1.7
Cl -0.188 2.564 0.914
Cl -2.205 0.054 -1.169
Cl -0.951 -2.307 0.606
P -1.477 -0.294 0.787
C 1.222 -0.043 -0.305
C 0.153 0.238 0.355
H 1.656 -1.054 -0.619
H 1.791 0.842 -0.569

---

*B*
8
Properties=species:S:1:pos:R:3 method="wB97M-V/def2-TZVPD" homo_energy_ev="-7.60 / -7.60" homo_lumo_gap_ev="6.658 / 6.658" lumo_energy_ev="-0.9 / -0.9"
Cl 0.570 1.426 -1.842
Cl -0.389 -0.818 1.245
Cl -0.038 2.045 1.238
P -1.672 -1.108 -0.579
C 0.542 0.545 0.637
C 0.626 0.102 -0.811
H 1.663 0.393 0.835
H -1.301 -2.586 -0.724

---

Quick one: least stable of them? *B*

---

*A*
8
Properties=species:S:1:pos:R:3 method="wB97M-V/def2-TZVPD" charge=-1 homo_energy_ev=-0.67 homo_lumo_gap_ev=5.002 lumo_energy_ev=4.3
O -1.466 -0.144 -0.383
C 0.863 -0.592 -0.004
C -0.317 -0.036 0.338
H 1.086 -0.853 -1.042
H -1.262 -0.405 -1.289
H -0.042 2.369 0.295
H -0.550 0.217 1.377
H 1.687 -0.556 0.709

---

*B*
8
Properties=species:S:1:pos:R:3 method="wB97M-V/def2-TZVPD" charge=-1 homo_energy_ev=-1.88 homo_lumo_gap_ev=6.331 lumo_energy_ev=4.5
O -0.389 1.071 -1.136
C -0.086 2.544 0.727
C 0.033 1.374 0.010
H 0.206 -5.622 -1.441
H 0.644 0.627 0.581
H 0.286 2.543 1.746
H -0.614 3.417 0.358
H -0.079 -5.953 -0.843

---

*C*
8
Properties=species:S:1:pos:R:3 method="wB97M-V/def2-TZVPD" smiles=CC[O-] charge=-1 homo_energy_ev=-1.90 homo_lumo_gap_ev=6.988 lumo_energy_ev=5.1
O 0.352 -1.743 -0.150
C -0.136 0.510 0.573
C 0.188 -0.490 -0.609
H -0.668 1.445 0.288
H 1.125 -0.106 -1.077
H -0.667 -0.400 -1.336
H 0.730 0.782 1.173
H -0.925 0.003 1.138

---

Quick one: least stable of them? *A*